{"formula": "C33H35F2GaN2O20P", "method": "ωB97M-V/def2-TZVPD", "charge": -1, "gap_ha": 0.15241, "homo_energy_ha": -0.176, "elements": ["C", "C", "O", "N", "C", "C", "O", "Ga", "C", "C", "C", "F", "C", "C", "F", "P", "N", "O", "O", "H", "H", "H", "H", "H", "H", "H", "H", "H", "H", "H", "H", "H", "H", "H", "H", "H", "H", "H", "C", "C", "C", "O", "C", "C", "C", "O", "O", "O", "H", "H", "H", "H", "C", "C", "C", "O", "C", "C", "C", "O", "O", "O", "H", "H", "H", "H", "C", "C", "C", "O", "C", "C", "C", "O", "O", "O", "H", "H", "H", "H", "C", "C", "C", "O", "C", "C", "C", "O", "O", "O", "H", "H", "H", "H"], "positions_angstrom": [[3.4619, -0.7473, -1.2124], [4.9486, -0.9840, -1.2436], [5.3325, -2.0692, -1.4989], [5.8706, 0.0424, -1.0298], [5.4572, 0.9918, -0.0976], [6.4430, 1.2256, 1.0200], [4.4559, 1.6368, -0.1313], [6.6188, 0.8130, -2.6779], [6.3369, -0.4722, -4.2193], [5.9289, 0.2058, -5.5049], [4.4704, -0.0373, -5.8769], [6.6845, -0.3144, -6.5766], [6.0335, 2.7290, -3.0713], [6.1896, 3.7177, -1.9387], [6.9184, 3.1917, -4.1059], [8.9821, 0.9334, -2.3643], [9.7075, 0.3154, -3.6050], [9.4687, 2.4984, -2.0824], [9.3802, 0.1271, -0.9689], [3.1417, -0.3876, -0.2386], [2.9241, -1.6561, -1.4123], [3.1522, 0.0129, -1.9190], [5.9984, 1.7858, 1.8289], [6.9445, 0.3177, 1.3272], [7.2155, 1.8638, 0.5886], [7.2802, -0.9647, -4.4129], [5.6133, -1.2561, -4.0035], [6.1087, 1.2764, -5.5276], [3.8766, -0.0452, -4.9703], [4.1399, 0.7377, -6.5579], [4.4070, -0.9693, -6.4213], [5.0431, 2.7898, -3.5101], [7.0604, 3.5233, -1.3259], [6.3664, 4.6942, -2.3931], [5.2879, 3.8239, -1.3521], [10.3165, 1.0126, -4.0255], [9.0324, 3.0765, -2.7244], [9.7143, 0.7691, -0.3239], [-1.3774, -1.2505, -0.8005], [-2.3039, -0.6242, -0.0710], [-2.3388, 0.8672, 0.0533], [-3.2311, 1.3658, 0.7216], [-1.3138, 1.6403, -0.6233], [-0.3767, 1.0189, -1.3550], [-0.3573, -0.4766, -1.5028], [0.5025, -0.9805, -2.1941], [0.5799, 1.6766, -1.9881], [-3.2621, -1.2780, 0.5948], [-1.3451, -2.3261, -0.8960], [-1.3408, 2.7148, -0.5107], [1.1288, 1.0023, -2.4373], [-3.8035, -0.5840, 1.0248], [-4.3795, 3.2516, 2.9511], [-5.7091, 3.3463, 3.0709], [-6.3520, 4.1035, 4.1934], [-7.5680, 4.1650, 4.2322], [-5.4883, 4.7268, 5.1874], [-4.1586, 4.6314, 5.0723], [-3.5159, 3.8944, 3.9335], [-2.3013, 3.8630, 3.8822], [-3.3224, 5.1779, 5.9494], [-6.5520, 2.7791, 2.2060], [-3.9049, 2.7079, 2.1423], [-5.9628, 5.2563, 6.0015], [-2.4231, 4.9625, 5.6311], [-7.4482, 3.0036, 2.5231], [-1.6613, -5.3071, 2.8746], [-2.1598, -5.9884, 3.9118], [-3.1440, -5.3741, 4.8597], [-3.5721, -6.0569, 5.7726], [-3.5359, -3.9894, 4.6431], [-3.0389, -3.2987, 3.6082], [-2.0673, -3.9253, 2.6388], [-1.6559, -3.2678, 1.7051], [-3.3803, -2.0309, 3.3888], [-1.8207, -7.2489, 4.1719], [-0.9521, -5.7422, 2.1846], [-4.2339, -3.5542, 5.3443], [-2.9108, -1.7335, 2.5837], [-2.3228, -7.5020, 4.9709], [-6.7919, -2.5692, 0.1669], [-7.8679, -3.3465, -0.0037], [-9.1530, -2.8058, -0.5598], [-10.0873, -3.5716, -0.7059], [-9.2173, -1.3890, -0.8923], [-8.1420, -0.6106, -0.7186], [-6.8508, -1.1581, -0.1876], [-5.9081, -0.3990, -0.0720], [-8.1435, 0.6875, -1.0007], [-7.8727, -4.6397, 0.3031], [-5.8594, -2.9471, 0.5635], [-10.1527, -1.0070, -1.2758], [-7.2464, 1.0132, -0.7848], [-8.7671, -4.9655, 0.0818]], "forces_ev_per_a": [[-0.5, 0.5, 0.6], [-0.7, 1.8, 0.0], [1.1, -3.0, -0.8], [-0.6, 0.2, 0.5], [1.6, -0.4, 0.5], [0.5, 0.2, -0.5], [-2.0, 1.0, -0.2], [0.5, -0.5, -0.8], [-0.3, 0.3, 0.1], [-0.5, -0.2, -0.1], [0.5, 0.4, 0.0], [0.2, 0.0, -0.4], [0.2, -0.4, 0.5], [0.0, 0.6, -0.7], [0.2, -0.1, -0.1], [-0.5, -0.7, -0.7], [0.0, 0.5, 0.1], [0.1, -0.3, 0.5], [0.3, 1.2, -0.1], [0.0, 0.2, 0.2], [0.1, -0.5, -0.2], [0.1, 0.2, -0.2], [-0.2, 0.0, 0.2], [0.0, -0.2, 0.2], [0.2, 0.1, 0.0], [0.4, 0.0, 0.2], [0.0, -0.1, 0.2], [0.3, 0.2, 0.1], [-0.4, -0.1, 0.0], [-0.3, 0.2, -0.1], [-0.1, -0.5, 0.2], [-0.3, 0.1, -0.1], [0.1, -0.2, 0.4], [0.0, 0.2, 0.0], [-0.1, -0.3, 0.4], [0.3, -0.3, -0.1], [0.0, -0.1, 0.0], [0.0, -0.2, 0.0], [0.1, 0.0, -0.1], [0.1, -0.4, -0.1], [0.3, 0.5, -0.2], [0.0, -0.3, 0.1], [-0.3, 0.0, 0.2], [0.0, 0.4, 0.1], [-0.2, -0.5, 0.2], [0.0, 0.2, -0.1], [0.0, -0.4, -0.1], [0.0, 0.5, 0.3], [0.0, 0.0, 0.0], [0.0, 0.0, 0.0], [0.1, 0.1, 0.0], [-0.3, 0.0, -0.4], [0.2, 0.0, 0.0], [0.3, -0.2, -0.3], [0.1, 0.3, 0.4], [0.0, -0.2, -0.2], [-0.3, 0.0, -0.1], [-0.2, 0.2, 0.3], [-0.2, -0.3, -0.5], [0.0, 0.2, 0.3], [0.2, -0.1, -0.2], [-0.2, 0.1, 0.2], [-0.1, 0.1, 0.1], [0.0, 0.0, 0.0], [0.0, 0.0, 0.0], [0.0, 0.0, 0.0], [0.0, 0.2, -0.1], [0.3, -0.1, -0.3], [-0.3, 0.5, 0.1], [0.1, -0.2, 0.0], [0.0, -0.3, 0.1], [-0.2, 0.2, 0.2], [0.3, -0.4, -0.1], [0.0, 0.1, 0.2], [0.3, -0.2, -0.2], [-0.2, 0.0, 0.3], [0.0, 0.0, 0.0], [0.0, 0.0, 0.0], [0.0, -0.2, -0.1], [0.0, 0.0, 0.0], [0.1, 0.2, 0.0], [0.4, -0.1, 0.2], [-0.2, 0.5, -0.2], [0.1, -0.2, 0.1], [-0.1, -0.3, 0.0], [-0.4, 0.2, -0.2], [0.3, -0.6, 0.2], [-0.2, 0.3, 0.0], [0.3, -0.1, 0.1], [-0.3, 0.0, -0.1], [0.0, 0.0, 0.0], [0.0, 0.0, 0.0], [0.0, 0.0, 0.0], [0.0, 0.0, 0.0]], "lowdin_charge": [-0.01, -0.58, 0.09, 0.03, -0.58, 0.00, 0.07, 0.50, -0.17, -0.46, -0.05, -0.07, -0.38, -0.12, -0.15, 0.48, -0.24, -0.26, -0.24, 0.08, 0.07, 0.07, 0.07, 0.08, 0.07, 0.05, 0.05, 0.11, 0.07, 0.07, 0.08, 0.08, 0.05, 0.07, 0.07, -0.05, 0.04, 0.04, 0.09, -0.23, -0.29, 0.08, 0.08, -0.23, -0.30, 0.12, 0.13, 0.05, 0.13, 0.14, 0.12, 0.10, 0.08, -0.23, -0.32, 0.10, 0.07, -0.24, -0.31, 0.12, 0.11, 0.11, 0.10, 0.13, 0.12, 0.12, 0.08, -0.24, -0.32, 0.10, 0.07, -0.22, -0.30, 0.12, 0.11, 0.11, 0.14, 0.13, 0.09, 0.12, 0.09, -0.24, -0.32, 0.11, 0.07, -0.24, -0.30, 0.11, 0.12, 0.12, 0.13, 0.13, 0.12, 0.12]}